Entry from the OMol25 dataset: C10H23O9P2S4Ti as an isolated structure at a distorted geometry (ωB97M-V/def2-TZVPD).

Cartesian coordinates (Å):
Ti1 0.04810 -0.06500 -0.72037
C1 0.01257 -0.29517 4.61088
C2 0.58233 -1.48182 3.81398
S1 -0.40500 -1.50697 2.29972
C3 -0.06206 -3.12496 1.57157
C4 -1.07560 -3.45976 0.47234
S2 -1.61172 -2.09395 -0.62554
C5 -3.13336 -1.49996 0.21805
C6 -3.41543 -0.04591 -0.11575
S3 -2.11559 1.14435 0.36389
C7 -2.61243 1.74293 2.03621
C8 -2.19407 0.98999 3.29038
S4 -0.38158 1.01569 3.40351
H1 -0.88664 -0.56290 5.16213
H2 0.74425 0.09421 5.31510
H3 1.62726 -1.34761 3.52872
H4 0.46892 -2.45015 4.30791
H5 0.96503 -3.13208 1.21458
H6 -0.15069 -3.83934 2.39474
H7 -0.64200 -4.21277 -0.18454
H8 -1.99636 -3.87080 0.88315
H9 -3.95517 -2.12153 -0.13956
H10 -3.02252 -1.65446 1.28898
H11 -3.53640 0.09261 -1.19015
H12 -4.34316 0.26765 0.36250
H13 -2.22987 2.76366 2.06052
H14 -3.69954 1.80749 1.99175
H15 -2.59454 1.50911 4.16205
H16 -2.55690 -0.03906 3.30083
C9 2.53310 1.68638 -3.76695
C10 1.12628 1.96107 -3.25222
O1 0.41391 2.96432 -3.93985
P1 1.08455 2.61122 -1.52263
O2 -0.21720 3.43308 -1.30694
O3 2.35340 3.47958 -1.40540
O4 1.02030 1.49477 -0.45891
P2 0.11290 0.42222 -3.17141
O5 -0.29239 0.11994 -4.62117
O6 -1.01930 0.66658 -2.14282
O7 0.86851 -0.66619 -2.37653
H17 3.13465 2.59263 -3.72081
H18 2.47835 1.35266 -4.80511
H19 3.02383 0.90519 -3.18475
H20 0.69012 3.01323 -4.86757
H21 -0.42760 4.13598 -1.94453
H22 2.64275 3.91127 -0.58722
H23 -0.87660 -0.60351 -4.89596
O8 0.52543 -0.55338 1.17567
O9 1.14714 -1.22814 0.08827

Forces on atoms 1 to 3 (eV/Å):
-2.299 -0.121 1.228
-0.107 0.126 -0.275
-0.061 0.122 0.079

Results
M: 525.4 g mol⁻¹
Kohn-Sham gap: 7.81 eV
HOMO: -18.30 eV
net charge: +3

These are the Mulliken partial charges, in e, on atoms 1 to 4: atom 1 (Ti): 0.911, atom 2 (C): -0.598, atom 3 (C): -0.728, atom 4 (S): 0.416

Entry from the OMol25 dataset: the molecule C3H4N2O2 at a distorted geometry (ωB97M-V/def2-TZVPD).

Cartesian coordinates (Å):
C1 -1.29937 0.08002 0.69829
N1 -1.00659 1.23837 0.48466
O1 0.41296 1.27511 0.49079
C2 1.15234 0.63751 -0.48712
N2 1.20684 -0.48175 -0.98321
O2 -0.03035 -1.27802 -0.87585
C3 -0.40766 -1.25649 0.49319
H1 -2.50819 -0.05569 0.69204
H2 2.19359 1.16035 -0.36801
H3 0.30926 -0.99530 1.49165
H4 -1.12915 -2.14863 0.52850

Forces on atoms 1 to 3 (eV/Å):
-5.552 -5.677 -1.107
1.255 2.352 0.138
1.304 0.945 -1.521

Results
M: 100.1 g mol⁻¹
Kohn-Sham gap: 10.74 eV
HOMO: -10.00 eV
SMILES: C1=NOC=NOC1

These are the Mulliken partial charges, in e, on atoms 1 to 4: atom 1 (C): 0.177, atom 2 (N): -0.365, atom 3 (O): -0.184, atom 4 (C): 0.160

Entry from the OMol25 dataset: an isolated ion of composition C7H12N and charge +1 at a distorted geometry (ωB97M-V/def2-TZVPD).

Cartesian coordinates (Å):
C1 -1.51192 -0.75602 -0.02649
C2 -2.48523 0.08750 0.32379
C3 -0.94106 -2.18067 -0.11634
C4 0.94189 -0.11966 -0.68525
C5 -0.26126 -0.96831 -0.46203
C6 -2.41018 1.56467 -0.02733
C7 2.92226 0.50902 0.70806
N1 2.57935 -0.17009 -0.54971
H1 -3.17110 -0.21296 1.09464
H2 -0.41407 -2.84074 0.61271
H3 -1.48583 -2.88512 -0.76862
H4 0.79746 -0.04055 -1.75992
H5 0.74203 0.84799 -0.25005
H6 -1.55278 1.89214 -0.49613
H7 -2.65079 2.21615 0.82691
H8 -3.23509 2.08987 -0.48634
H9 3.93236 0.46559 0.66284
H10 2.58600 1.55264 0.59496
H11 2.45042 -0.00622 1.49971
H12 3.16753 -1.04524 -0.69541

Forces on atoms 1 to 3 (eV/Å):
-0.713 -0.311 0.059
0.711 2.291 0.415
0.513 -1.965 0.305

Results
M: 110.2 g mol⁻¹
Kohn-Sham gap: 6.64 eV
HOMO: -12.86 eV
net charge: +1

These are the Mulliken partial charges, in e, on atoms 1 to 4: atom 1 (C): -0.159, atom 2 (C): 0.176, atom 3 (C): -0.598, atom 4 (C): -0.544

Entry from the OMol25 dataset: a 5-piece molecular cluster, C32H81BrN6O2P overall (ωB97M-V/def2-TZVPD).

Cartesian coordinates (Å):
C1 -1.86593 1.07281 2.17618
C2 -2.19265 0.30622 0.89072
C3 -3.56300 -0.37411 1.05631
C4 -2.12345 1.26776 -0.30359
C5 -1.88320 0.68448 -1.70824
C6 -3.06270 -0.07007 -2.32418
C7 -0.60577 -0.13638 -1.78720
O1 -0.87779 -1.47322 -1.26074
N1 -0.02053 -2.46537 -1.77711
C8 0.49223 -3.31437 -0.66026
N2 1.83673 -2.87923 -0.36563
P1 -1.09130 -3.24736 -3.12183
O2 -0.04014 -4.43517 -3.40520
Br1 -2.53954 -4.22441 -1.78409
H1 -2.60510 1.85712 2.35457
H2 -1.88867 0.40284 3.03869
H3 -0.87268 1.52531 2.13407
H4 -1.42237 -0.46375 0.78871
H5 -3.45981 -1.37332 1.48244
H6 -4.16380 0.21304 1.75584
H7 -4.13137 -0.44108 0.13151
H8 -1.31004 1.97539 -0.11528
H9 -3.04921 1.85099 -0.33056
H10 -1.69136 1.53700 -2.36905
H11 -2.80135 -0.44290 -3.31920
H12 -3.91281 0.60065 -2.44455
H13 -3.37787 -0.91839 -1.72137
H14 -0.26422 -0.22421 -2.82425
H15 0.19100 0.29597 -1.17426
H16 0.79404 -2.02306 -2.22483
H17 -0.23466 -3.20139 0.14614
H18 0.48145 -4.34664 -1.00806
H19 2.14705 -3.21233 0.54212
H20 1.89377 -1.86587 -0.33118
H21 -0.43081 -5.27691 -3.67707
C9 -5.45238 -0.53504 4.64745
C10 -4.95585 0.80951 5.14974
N3 -5.20465 1.88626 4.20409
C11 -4.48164 3.10895 4.51910
C12 -4.83351 3.84382 5.81644
C13 -6.59149 2.05440 3.78992
C14 -7.64039 2.29171 4.88230
H22 -5.04277 -0.74451 3.65773
H23 -5.13331 -1.33399 5.31824
H24 -6.53911 -0.58951 4.57772
H25 -3.87017 0.75766 5.27852
H26 -5.37201 0.99758 6.15106
H27 -4.60738 3.79256 3.67446
H28 -3.41782 2.84969 4.54680
H29 -5.78934 4.36084 5.74926
H30 -4.07018 4.59370 6.03104
H31 -4.87341 3.16405 6.66833
H32 -6.88119 1.16649 3.22283
H33 -6.61291 2.88056 3.07467
H34 -7.50349 1.61156 5.72444
H35 -8.63877 2.11442 4.47914
H36 -7.61799 3.30950 5.26740
C15 2.37866 1.99082 -6.18021
C16 2.19260 0.51281 -5.88425
N4 0.86263 0.01147 -6.20003
C17 0.63226 -1.31622 -5.67354
C18 1.52339 -2.46826 -6.15580
C19 0.40577 0.24353 -7.56640
C20 1.26848 -0.30734 -8.70570
H37 1.62462 2.59320 -5.67108
H38 3.36156 2.30697 -5.82888
H39 2.32868 2.20897 -7.24705
H40 2.34339 0.34594 -4.81169
H41 2.99044 -0.04868 -6.39275
H42 -0.41567 -1.57783 -5.85491
H43 0.74305 -1.23738 -4.57826
H44 1.26915 -2.77938 -7.16736
H45 1.39637 -3.33757 -5.50538
H46 2.57924 -2.20002 -6.13726
H47 0.29843 1.32141 -7.69772
H48 -0.60575 -0.16394 -7.63944
H49 2.32757 -0.10044 -8.54562
H50 0.98304 0.16856 -9.64456
H51 1.15154 -1.38230 -8.83613
C21 3.46397 0.89984 -2.01143
C22 3.87137 2.20164 -1.33802
N5 3.52689 3.37378 -2.12087
C23 4.17365 4.59293 -1.65436
C24 3.79645 5.12040 -0.26683
C25 2.12704 3.49543 -2.48934
C26 1.08907 3.49897 -1.36055
H52 3.88204 0.84039 -3.01725
H53 3.83739 0.05115 -1.43382
H54 2.37704 0.80330 -2.08966
H55 4.95787 2.20633 -1.22092
H56 3.45607 2.21949 -0.31688
H57 3.98467 5.36955 -2.39944
H58 5.25107 4.40744 -1.67681
H59 2.80686 5.57549 -0.25327
H60 4.51065 5.88673 0.03748
H61 3.82145 4.33361 0.48867
H62 1.88523 2.67828 -3.17621
H63 2.01998 4.40715 -3.08116
H64 1.30038 2.72958 -0.61335
H65 0.09597 3.29963 -1.77215
H66 1.03629 4.45546 -0.84414
C27 1.93477 -1.45277 4.44212
C28 2.08954 -2.96461 4.48785
N6 3.17108 -3.45579 3.64619
C29 3.15237 -4.90357 3.48010
C30 3.37349 -5.78234 4.71496
C31 4.48198 -2.86597 3.89951
C32 5.05826 -2.98205 5.31452
H67 1.81631 -1.10485 3.41339
H68 1.05323 -1.15427 5.01029
H69 2.79117 -0.93836 4.87797
H70 1.16859 -3.42707 4.11903
H71 2.18547 -3.27821 5.53769
H72 3.89808 -5.15864 2.72163
H73 2.17755 -5.15991 3.04939
H74 4.41297 -5.78275 5.03728
H75 3.10328 -6.81357 4.48220
H76 2.75602 -5.46410 5.55533
H77 4.42537 -1.80714 3.63797
H78 5.17565 -3.31012 3.18136
H79 4.30957 -2.75244 6.07424
H80 5.87505 -2.26930 5.43693
H81 5.45497 -3.97334 5.52409

Forces on atoms 1 to 3 (eV/Å):
0.050 -0.095 0.014
-0.043 0.051 0.181
0.041 0.165 0.125

Results
M: 692.9 g mol⁻¹
Kohn-Sham gap: 6.66 eV
HOMO: -9.70 eV
net charge: +1

These are the Mulliken partial charges, in e, on atoms 1 to 4: atom 1 (C): -1.782, atom 2 (C): 1.951, atom 3 (C): -0.963, atom 4 (C): -1.449

Entry from the OMol25 dataset: C5H36N2O12 as an isolated structure at a distorted geometry (ωB97M-V/def2-TZVPD).

Cartesian coordinates (Å):
C1 1.13814 0.14272 2.45093
N1 0.98610 -0.01505 0.99852
C2 -0.13786 -0.95237 0.74327
C3 -0.61118 -0.82490 -0.68765
O1 -1.97219 -1.21741 -0.81591
C4 0.20780 -2.40235 1.10140
N2 -1.08262 -3.06270 1.32802
C5 -0.08315 0.81664 3.12004
H1 1.96864 0.83071 2.64463
H2 1.42040 -0.80111 2.90042
H3 0.85287 0.88366 0.51583
H4 -0.99597 -0.61064 1.35256
H5 0.03967 -1.36375 -1.38458
H6 -0.61175 0.22575 -0.98578
H7 -2.06110 -2.09210 -0.42355
H8 0.86278 -2.44049 1.96989
H9 0.61050 -2.83612 0.16095
H10 -1.03559 -4.06508 1.32566
H11 -1.61673 -2.61431 2.06548
H12 -0.61708 1.40363 2.36849
H13 0.30933 1.53355 3.85162
H14 -0.77656 0.14416 3.58954
H15 -0.68788 2.85504 0.26123
H16 -1.74011 3.92514 0.84600
O2 -1.63792 3.04507 0.46624
H17 -1.71840 -2.34504 3.58709
H18 -2.90808 -1.70841 2.81997
O3 -2.29456 -2.47025 2.83012
H19 -3.36624 -0.00095 1.58263
H20 -4.86595 -0.24248 2.07605
O4 -3.95933 -0.43828 2.26308
H21 1.54990 2.90644 -0.42567
H22 0.48317 2.29347 -1.41629
O5 0.73260 2.40114 -0.45667
H23 4.06741 0.76165 -2.70062
H24 2.84325 0.08555 -3.40377
O6 3.31763 0.93932 -3.27856
H25 3.24360 3.91069 -1.65869
H26 2.92782 2.53630 -2.33594
O7 3.07394 2.98510 -1.47738
H27 -3.00326 0.03735 -3.10920
H28 -2.30684 -1.31551 -3.13603
O8 -2.75859 -0.68047 -3.70785
H29 2.54224 -2.12327 -3.21500
H30 2.63090 -1.28420 -1.83198
O9 2.16099 -1.40096 -2.70601
H31 0.78607 0.53333 -3.02754
H32 1.71787 1.62881 -3.09410
O10 0.77060 1.48856 -2.90140
H33 -2.45076 0.11035 -0.48462
H34 -2.48343 1.54273 0.39335
O11 -2.77851 0.61639 0.27851
H35 3.68323 -0.06800 -0.79041
H36 2.39298 -0.38275 -0.06900
O12 3.24126 -0.82432 -0.36734

Forces on atoms 1 to 3 (eV/Å):
0.111 1.315 -0.321
-0.050 -0.915 -0.153
0.278 0.835 0.494

Results
M: 316.3 g mol⁻¹
Kohn-Sham gap: 7.75 eV
HOMO: -7.75 eV

These are the Mulliken partial charges, in e, on atoms 1 to 4: atom 1 (C): -0.614, atom 2 (N): -0.438, atom 3 (C): 1.951, atom 4 (C): -1.345